1.
Molecular formula: C23H40F12N3O2
Method: DFT, ωB97M-V/def2-TZVPD

Calculated values
total energy = -2413.2391 hartree
largest force on an atom = 1.35 eV/Å
net charge = +1
molar mass = 618.568 g mol⁻¹

Geometry (Å):
C: 1.176 -1.522 6.654
C: 1.990 -2.323 5.670
N: 1.552 -1.979 4.265
C: 2.469 -2.428 3.365
N: 3.604 -1.677 3.057
C: 3.322 -0.487 2.272
F: 3.400 0.599 2.999
F: 2.055 -0.589 1.834
C: 4.250 -0.359 1.008
F: 5.058 0.666 1.146
F: 3.484 -0.139 -0.060
N: 2.297 -3.561 2.780
C: 3.175 -4.169 1.777
C: 2.751 -3.736 0.375
C: 1.411 -4.325 -0.056
C: 1.033 -3.836 -1.470
C: -0.305 -3.086 -1.470
C: -0.183 -1.839 -0.566
C: -0.825 -0.577 -1.144
C: -0.997 0.412 0.006
C: -1.292 1.836 -0.445
C: -1.605 2.828 0.704
C: -1.278 2.338 2.109
C: 0.234 2.311 2.417
O: 0.536 3.285 3.399
C: 1.695 4.054 3.149
H: 1.484 -1.763 7.659
H: 0.123 -1.731 6.517
H: 1.301 -0.465 6.460
H: 3.052 -2.111 5.743
H: 1.838 -3.392 5.797
H: 0.665 -2.434 4.079
H: 4.132 -1.431 3.890
H: 4.773 -1.296 0.838
H: 1.465 -4.078 3.028
H: 3.147 -5.248 1.863
H: 4.198 -3.874 1.937
H: 3.517 -3.944 -0.362
H: 2.626 -2.659 0.399
H: 1.516 -5.405 -0.045
H: 0.626 -4.050 0.645
H: 1.792 -3.114 -1.768
H: 1.035 -4.671 -2.158
H: -0.632 -2.855 -2.474
H: -1.010 -3.762 -0.991
H: -0.647 -2.039 0.399
H: 0.869 -1.644 -0.381
H: -1.781 -0.794 -1.603
H: -0.109 -0.156 -1.844
H: -1.719 0.041 0.724
H: -0.042 0.426 0.534
H: -2.062 1.814 -1.206
H: -0.391 2.196 -0.938
H: -2.670 3.035 0.686
H: -1.089 3.762 0.521
H: -1.709 3.056 2.797
H: -1.725 1.383 2.357
H: 0.751 2.476 1.474
H: 0.465 1.332 2.838
H: 1.398 5.096 3.061
H: 2.233 3.762 2.251
H: 2.401 4.012 3.975
C: -3.541 3.956 -6.302
C: -3.980 4.155 -4.846
C: -3.108 3.482 -3.790
F: -3.105 2.136 -3.940
F: -3.597 3.745 -2.553
F: -5.267 3.769 -4.704
F: -3.938 5.494 -4.597
O: -4.211 2.940 -7.014
C: -3.746 1.652 -6.902
C: -4.800 0.734 -6.288
F: -5.126 1.159 -5.048
F: -4.299 -0.519 -6.181
F: -2.586 1.609 -6.211
F: -3.482 1.212 -8.152
H: -3.807 4.875 -6.821
H: -2.458 3.872 -6.394
H: -2.078 3.848 -3.834
H: -5.700 0.713 -6.906

=====

2.
Molecular formula: C23H40NO7P2SSb2Sn
Method: DFT, ωB97M-V/def2-TZVPD

Calculated values
total energy = -3257.6239 hartree
largest force on an atom = 0.14 eV/Å
net charge = +1
molar mass = 898.819 g mol⁻¹

Geometry (Å):
Sn: 1.001 1.470 -0.151
C: 1.181 0.746 3.048
N: 0.223 1.309 2.086
C: -0.214 2.643 2.557
C: -0.967 0.439 1.944
C: -1.749 0.801 0.705
C: -3.134 0.702 0.660
C: -3.809 0.989 -0.520
C: -3.113 1.384 -1.654
C: -1.730 1.507 -1.612
C: -1.061 1.215 -0.431
H: 0.747 0.716 4.052
H: 2.078 1.366 3.070
H: 1.444 -0.266 2.750
H: -0.754 2.529 3.501
H: -0.869 3.103 1.820
H: 0.650 3.283 2.701
H: -1.593 0.506 2.838
H: -0.618 -0.595 1.867
H: -3.682 0.406 1.547
H: -4.889 0.917 -0.549
H: -3.648 1.615 -2.566
H: -1.181 1.842 -2.483
O: 2.705 3.332 -3.853
P: 2.767 2.684 -2.425
O: 3.833 1.666 -2.249
O: 1.357 2.173 -2.106
O: 3.032 3.942 -1.459
P: 2.895 3.938 0.151
O: 2.758 5.475 0.466
O: 3.998 3.244 0.826
O: 1.489 3.350 0.415
H: 3.542 3.295 -4.333
H: 3.533 5.823 0.926
C: 3.350 -1.465 1.334
Sb: 3.408 -0.029 -0.246
C: 5.359 0.665 0.133
C: 3.501 -1.221 -2.030
C: 3.725 -2.667 -1.730
C: 5.006 -3.083 -1.368
C: 5.268 -4.397 -1.024
C: 4.235 -5.324 -1.045
C: 2.965 -4.928 -1.430
C: 2.684 -3.608 -1.784
C: 1.296 -3.238 -2.205
Sb: 0.218 -2.195 -0.639
C: 0.134 -3.906 0.641
C: -1.706 -2.285 -1.551
H: 4.055 -2.251 1.061
H: 2.371 -1.911 1.489
H: 3.696 -0.982 2.247
H: 5.972 -0.228 0.266
H: 5.355 1.275 1.030
H: 5.683 1.257 -0.715
H: 4.340 -0.764 -2.554
H: 2.606 -1.007 -2.608
H: 5.813 -2.358 -1.366
H: 6.271 -4.699 -0.751
H: 4.422 -6.357 -0.783
H: 2.169 -5.662 -1.476
H: 0.716 -4.133 -2.431
H: 1.282 -2.604 -3.092
H: -0.487 -4.673 0.177
H: -0.290 -3.637 1.605
H: 1.142 -4.297 0.777
H: -2.027 -3.323 -1.635
H: -1.647 -1.842 -2.545
H: -2.421 -1.722 -0.955
C: -4.306 -2.894 0.985
S: -2.971 -2.447 2.109
C: -2.839 -3.993 3.026
H: -5.206 -3.147 1.544
H: -4.017 -3.733 0.353
H: -4.514 -2.032 0.353
H: -2.566 -4.813 2.363
H: -3.778 -4.221 3.528
H: -2.061 -3.871 3.777

=====

3.
Molecular formula: C23H40O14S2
Method: DFT, ωB97M-V/def2-TZVPD

Calculated values
total energy = -2750.1285 hartree
largest force on an atom = 1.41 eV/Å
net charge = 0
molar mass = 604.693 g mol⁻¹

Geometry (Å):
C: -6.931 -1.991 -0.639
C: -5.668 -1.871 -1.457
C: -4.461 -1.360 -0.669
O: -3.402 -2.200 -1.132
C: -3.921 -3.314 -1.710
O: -3.283 -4.237 -2.079
O: -5.265 -3.199 -1.799
H: -7.700 -2.556 -1.169
H: -7.377 -1.019 -0.422
H: -6.724 -2.546 0.275
H: -5.801 -1.215 -2.318
H: -4.513 -1.378 0.421
H: -4.233 -0.327 -0.941
C: -0.269 0.748 1.294
C: -1.153 -0.057 0.341
C: -1.098 0.312 -1.121
O: 0.114 -0.349 -1.546
C: 0.255 -1.441 -0.752
O: 1.000 -2.338 -0.974
O: -0.587 -1.379 0.301
H: -0.640 1.775 1.339
H: 0.786 0.771 1.014
H: -0.329 0.261 2.267
H: -2.153 0.013 0.767
H: -0.935 1.384 -1.245
H: -1.875 -0.042 -1.796
C: 0.284 3.897 7.512
C: 1.020 3.104 6.449
C: 2.109 2.184 7.048
O: 1.908 0.938 6.383
C: 0.760 0.978 5.671
O: 0.359 0.088 5.001
O: 0.139 2.179 5.814
H: 0.988 4.509 8.080
H: -0.141 3.189 8.226
H: -0.478 4.537 7.076
H: 1.460 3.785 5.719
H: 1.997 2.036 8.121
H: 3.092 2.583 6.809
O: 2.464 -5.304 -5.779
S: 2.530 -4.972 -4.373
O: 2.334 -6.037 -3.431
C: 4.034 -4.024 -4.129
C: 3.637 -2.639 -3.601
C: 2.252 -2.370 -4.184
C: 1.412 -3.614 -3.986
H: 4.393 -3.888 -5.154
H: 4.795 -4.628 -3.640
H: 3.534 -2.680 -2.515
H: 4.414 -1.949 -3.913
H: 2.233 -2.107 -5.248
H: 1.835 -1.487 -3.694
H: 0.520 -3.728 -4.595
H: 1.155 -3.748 -2.934
O: -2.547 5.470 -3.575
S: -2.134 5.921 -2.279
O: -3.039 6.642 -1.420
C: -1.448 4.565 -1.313
C: 0.065 4.720 -1.432
C: 0.333 6.231 -1.394
C: -0.608 6.873 -2.398
H: -1.845 3.596 -1.602
H: -1.768 4.769 -0.290
H: 0.612 4.211 -0.643
H: 0.372 4.365 -2.421
H: 1.370 6.486 -1.608
H: 0.094 6.600 -0.391
H: -0.263 6.772 -3.429
H: -0.869 7.913 -2.228
C: 3.597 -2.591 1.538
C: 3.816 -4.036 1.096
C: 2.671 -4.981 1.298
O: 4.854 -4.365 0.580
H: 3.335 -2.529 2.595
H: 2.888 -2.094 0.880
H: 4.580 -2.128 1.429
H: 2.808 -5.692 2.115
H: 2.502 -5.551 0.382
H: 1.749 -4.444 1.529

=====

4.
Molecular formula: C23H41CoIP2
Method: DFT, ωB97M-V/def2-TZVPD

Calculated values
total energy = -3263.8056 hartree
largest force on an atom = 4.68 eV/Å
net charge = +1
molar mass = 565.366 g mol⁻¹
multiplicity = 5

Geometry (Å):
Co: 0.884 -0.683 0.506
C: -0.966 -1.102 1.261
C: -0.513 -2.087 0.314
C: 1.049 -1.949 2.042
C: -0.003 -1.015 2.319
C: 0.736 -2.616 0.803
C: -2.233 -0.322 1.209
H: -2.886 -0.671 0.397
H: -2.017 0.744 1.043
H: -2.790 -0.403 2.154
C: -0.115 -0.186 3.551
H: -0.890 0.579 3.437
H: 0.837 0.319 3.772
H: -0.374 -0.796 4.428
C: 2.212 -2.221 2.934
H: 1.920 -2.760 3.847
H: 2.700 -1.291 3.257
H: 2.964 -2.829 2.413
C: 1.560 -3.670 0.167
H: 1.631 -4.568 0.794
H: 2.582 -3.306 -0.010
H: 1.127 -3.948 -0.798
C: -1.252 -2.531 -0.899
H: -1.948 -3.363 -0.712
H: -0.558 -2.860 -1.684
H: -1.847 -1.705 -1.310
C: -0.738 3.427 -2.532
C: -1.759 2.663 -2.121
C: -1.887 1.231 -2.538
C: -2.130 1.014 -4.043
C: -0.910 0.550 -4.864
C: 0.439 0.436 -4.137
C: 0.955 1.678 -3.399
C: 0.184 2.986 -3.620
H: -2.733 0.783 -2.014
H: -2.608 1.909 -4.477
H: -0.995 0.678 -2.212
H: -0.409 2.905 -4.530
H: -0.546 4.439 -2.171
H: -2.490 2.987 -1.383
H: 0.921 3.777 -3.813
H: 1.012 1.430 -2.325
H: 0.372 -0.407 -3.436
H: 1.995 1.872 -3.704
H: -2.871 0.194 -4.141
H: -1.183 -0.466 -5.208
P: -0.614 1.413 -6.445
C: -1.048 3.154 -6.626
C: -1.560 0.425 -7.631
P: 1.663 -0.122 -5.364
C: 1.166 1.126 -6.636
C: 1.142 -1.715 -6.017
C: 3.442 -0.112 -5.253
H: -0.228 3.814 -6.321
H: -1.940 3.422 -6.046
H: -1.256 3.353 -7.675
H: -1.390 0.839 -8.637
H: -2.629 0.496 -7.364
H: -1.258 -0.634 -7.611
H: 3.845 0.211 -6.226
H: 3.782 -1.140 -5.062
H: 3.814 0.551 -4.468
H: 1.746 2.049 -6.465
H: 1.421 0.734 -7.630
H: 1.933 -2.435 -5.780
H: 1.055 -1.644 -7.106
H: 0.202 -2.083 -5.595
I: 2.291 1.201 -0.080

=====

5.
Molecular formula: C23H41F6FeN3O4PS2Si
Method: DFT, ωB97M-V/def2-TZVPD

Calculated values
total energy = -4656.3750 hartree
largest force on an atom = 1.16 eV/Å
net charge = 0
molar mass = 716.625 g mol⁻¹
multiplicity = 6

Geometry (Å):
Fe: 0.902 0.176 1.192
F: 5.427 3.006 3.192
C: 4.838 1.822 3.108
F: 5.717 0.872 3.412
F: 3.839 1.766 3.987
S: 4.179 1.514 1.396
O: 3.077 0.592 1.663
O: 5.277 1.042 0.630
N: 3.651 2.902 0.873
S: 2.260 3.387 1.439
O: 1.184 2.430 1.172
O: 2.285 3.974 2.740
C: 1.961 4.750 0.240
F: 2.954 5.625 0.278
F: 0.819 5.366 0.532
F: 1.870 4.249 -0.994
C: 0.322 -0.531 -2.335
C: -0.735 0.583 -2.423
C: 0.050 1.905 -2.441
C: -1.569 0.433 -3.693
P: -1.747 0.588 -0.817
N: -0.724 0.355 0.391
C: -2.978 -0.840 -0.798
C: -4.213 -0.633 -1.677
C: -3.389 -1.088 0.665
C: -2.216 -2.096 -1.248
C: -2.647 2.239 -0.607
C: -3.668 2.070 0.529
C: -1.633 3.292 -0.131
C: -3.366 2.728 -1.867
H: 1.102 -0.343 -3.076
H: -0.072 -1.525 -2.517
H: 0.792 -0.536 -1.357
H: 0.814 1.854 -3.219
H: 0.553 2.066 -1.487
H: -0.581 2.763 -2.659
H: -0.909 0.540 -4.557
H: -2.347 1.191 -3.771
H: -2.039 -0.548 -3.758
H: -4.852 0.169 -1.311
H: -4.806 -1.552 -1.671
H: -3.951 -0.416 -2.712
H: -4.142 -0.389 1.016
H: -2.518 -1.019 1.316
H: -3.805 -2.094 0.755
H: -2.012 -2.095 -2.316
H: -2.830 -2.974 -1.032
H: -1.279 -2.196 -0.696
H: -3.202 1.630 1.412
H: -4.523 1.465 0.235
H: -4.048 3.055 0.805
H: -0.905 2.860 0.549
H: -2.166 4.084 0.400
H: -1.097 3.758 -0.954
H: -4.068 1.992 -2.259
H: -2.667 2.995 -2.658
H: -3.933 3.627 -1.613
C: -0.922 -3.610 1.945
Si: 0.531 -2.523 2.451
C: -0.075 -1.009 3.418
C: 1.675 -3.533 3.529
N: 1.331 -1.790 1.123
C: 2.136 -2.377 0.152
C: 2.094 -3.753 -0.121
C: 2.864 -4.312 -1.130
C: 3.722 -3.529 -1.887
C: 3.794 -2.169 -1.619
C: 3.013 -1.605 -0.626
H: -1.100 -4.408 2.670
H: -0.739 -4.081 0.977
H: -1.843 -3.034 1.854
H: -0.590 -1.265 4.345
H: -0.774 -0.407 2.821
H: 0.787 -0.381 3.691
H: 1.156 -3.907 4.416
H: 2.528 -2.939 3.863
H: 2.066 -4.395 2.984
H: 1.430 -4.382 0.461
H: 2.788 -5.375 -1.328
H: 4.330 -3.971 -2.665
H: 4.464 -1.536 -2.189
H: 3.096 -0.547 -0.413

=====

6.
Molecular formula: C23H41IN5O7PS
Method: DFT, ωB97M-V/def2-TZVPD

Calculated values
total energy = -2738.4425 hartree
largest force on an atom = 8.67 eV/Å
net charge = 0
molar mass = 689.554 g mol⁻¹

Geometry (Å):
O: -4.035 -2.223 3.812
C: -4.747 -1.759 2.748
C: -4.675 -0.185 2.244
O: -3.310 0.324 2.041
P: -2.731 -0.040 0.413
O: -2.504 1.351 -0.371
O: -3.846 -1.087 -0.482
I: -2.909 -1.266 -2.308
O: -1.157 -0.852 0.555
C: -1.415 -1.865 1.619
S: -0.139 -3.284 1.590
O: -0.853 -4.613 1.129
O: 1.064 -2.906 0.693
H: -5.433 -2.585 2.226
H: -5.137 0.456 3.139
H: -5.402 -0.036 1.339
H: -2.443 -2.384 1.304
H: -1.450 -1.388 2.691
H: 0.226 -3.523 2.951
C: 0.677 2.983 2.922
C: 2.019 2.708 2.257
C: 2.024 1.433 1.414
C: 1.837 0.224 2.228
N: 1.683 -0.730 2.869
H: 0.412 2.195 3.634
H: 0.715 3.928 3.472
H: -0.122 3.056 2.177
H: 2.798 2.656 3.027
H: 2.265 3.558 1.609
H: 2.983 1.363 0.888
H: 1.244 1.490 0.645
C: -0.223 6.033 0.220
C: -0.442 6.990 1.384
C: 0.727 7.948 1.605
C: 1.953 7.249 2.016
N: 2.922 6.697 2.334
H: 0.630 5.370 0.400
H: -1.107 5.404 0.077
H: -0.043 6.581 -0.710
H: -0.635 6.411 2.295
H: -1.345 7.580 1.183
H: 0.451 8.668 2.383
H: 0.916 8.525 0.692
C: 3.296 -6.741 -1.420
C: 2.235 -5.966 -0.650
C: 0.823 -6.167 -1.200
C: 0.670 -5.622 -2.556
N: 0.549 -5.198 -3.629
H: 3.367 -6.400 -2.458
H: 4.277 -6.599 -0.956
H: 3.074 -7.813 -1.424
H: 2.494 -4.901 -0.652
H: 2.254 -6.298 0.395
H: 0.111 -5.668 -0.534
H: 0.568 -7.233 -1.195
C: -7.200 -2.631 -6.592
C: -7.420 -1.674 -5.428
C: -6.250 -0.715 -5.207
C: -5.024 -1.415 -4.795
N: -4.055 -1.967 -4.477
H: -6.347 -3.293 -6.412
H: -8.085 -3.259 -6.735
H: -7.020 -2.082 -7.522
H: -7.612 -2.253 -4.517
H: -8.322 -1.084 -5.629
H: -6.526 0.004 -4.428
H: -6.062 -0.138 -6.119
C: 8.383 0.698 1.252
C: 7.322 1.472 2.022
C: 5.911 1.272 1.472
C: 5.757 1.817 0.116
N: 5.637 2.241 -0.957
H: 8.454 1.038 0.214
H: 9.364 0.839 1.716
H: 8.161 -0.374 1.248
H: 7.582 2.538 2.020
H: 7.341 1.141 3.067
H: 5.198 1.771 2.138
H: 5.656 0.205 1.477